Entry 1:
The following is a DFT calculation (ωB97M-V with the def2-TZVPD basis set) of a molecular structure, C36H89AgF6N7O11Pd in a non-equilibrium geometry.

Electronic energy (a.u.): -3509.02054
Charge: +1
Multiplicity: 3
Max |F| (eV/Å): 6.0

Geometry as XYZ:
```
151
Properties=species:S:1:pos:R:3:forces:R:3:mulliken_charge:R:1
Pd 2.176 5.712 -2.547 -0.0202 -0.0134 0.0110 0.04
Ag -2.881 2.806 -5.335 0.0428 -0.2634 -0.3431 0.95
C 0.379 -0.326 -1.221 1.5540 1.4012 -1.9777 0.04
O 0.685 -0.971 -2.450 -0.7924 -1.2866 0.6377 -0.28
O -0.006 0.999 -1.662 0.0550 -2.6815 2.1553 -0.35
C -0.475 -1.105 -0.134 -0.9023 -0.1752 0.1141 0.77
F -1.590 -1.533 -0.729 0.0134 -0.4365 -0.0513 -0.24
F 0.155 -2.212 0.437 -0.5935 2.0734 -1.2259 -0.23
F -0.879 -0.303 0.875 0.8969 -0.3721 -0.6345 -0.25
C 1.446 -2.181 -2.335 0.6212 -1.5273 -1.7089 -0.16
C 1.883 -2.644 -3.754 -0.6461 1.4556 -0.5659 -1.27
H 2.382 -3.606 -3.869 -0.0125 0.0773 0.6758 0.37
H 0.990 -2.678 -4.378 -0.2603 -0.2805 0.0840 0.30
H 2.468 -1.884 -4.271 0.4063 0.0426 0.2644 0.30
H 0.871 -3.055 -2.029 -0.3911 0.4257 0.8548 0.29
H 2.345 -2.088 -1.726 -0.1591 0.3806 0.3982 0.33
H 1.384 -0.263 -0.803 0.1673 0.9395 0.9283 0.36
C 4.122 5.405 3.652 -2.3789 -0.7146 -0.1733 0.11
O 2.882 5.878 4.148 0.0803 0.1540 1.8392 -0.27
O 3.866 5.365 2.323 2.1209 0.0228 -0.1887 -0.39
C 5.408 6.044 4.272 -0.7209 2.4356 0.9600 0.75
F 5.445 5.759 5.607 -0.3129 -0.2130 -0.8606 -0.25
F 6.564 5.683 3.767 -0.0833 -0.5685 -0.5684 -0.24
F 5.345 7.414 4.201 -0.0637 -1.1029 -0.1790 -0.25
C 2.284 5.265 5.320 -0.6484 0.6997 0.3162 -0.23
C 0.847 5.789 5.520 1.3880 0.5341 0.0910 -1.19
H 0.099 5.333 4.872 0.0808 0.0399 0.2165 0.30
H 0.684 5.664 6.590 -0.6479 -0.3773 -0.1108 0.37
H 0.883 6.872 5.399 -0.2420 0.0363 -0.3096 0.32
H 2.820 5.537 6.230 0.4034 0.1104 -0.1636 0.30
H 2.202 4.178 5.330 0.5695 -0.2709 -0.7326 0.34
H 4.173 4.362 3.962 0.4402 -0.7847 -0.1478 0.31
C -7.877 -6.281 5.403 -0.3826 0.1793 -0.3322 -1.36
C -6.629 -5.673 4.705 -0.4344 -0.9548 -0.9252 0.43
C -5.329 -6.496 4.854 1.3580 0.5474 1.8788 -0.55
O -4.762 -6.489 6.188 -1.1093 -0.7937 0.5098 -0.34
C -3.414 -6.924 6.422 -0.4389 2.5025 0.8035 -0.81
N -6.859 -5.569 3.251 -0.5614 0.4288 -0.4383 -0.66
H -8.798 -5.699 5.411 0.5599 1.4319 0.4430 0.37
H -7.681 -6.623 6.420 0.0652 -0.1282 -0.1674 0.31
H -8.411 -7.022 4.808 1.1641 -1.1070 -0.2100 0.34
H -6.459 -4.626 4.953 0.0802 -0.2091 0.7796 0.28
H -4.581 -5.945 4.284 0.0127 -0.4587 -0.8337 0.32
H -5.432 -7.557 4.630 -0.2827 0.1114 -0.8724 0.29
H -3.288 -6.815 7.499 -0.3683 -0.7941 0.2629 0.30
H -2.846 -6.027 6.175 0.9326 -0.4202 -1.0440 0.34
H -2.990 -7.874 6.098 -0.6018 0.0072 -0.5249 0.28
H -6.693 -6.380 2.672 -0.0466 -0.4414 0.4570 0.23
H -6.326 -4.826 2.823 0.0565 0.0989 0.2120 0.25
C -1.858 10.132 0.990 -1.0117 1.9342 0.2662 -1.55
C -0.542 10.356 0.307 0.0587 2.5700 0.2378 0.46
C 0.563 11.351 0.953 -2.3554 -1.4106 -1.6153 -0.57
O 1.516 11.571 -0.077 -2.4089 -0.6165 1.2402 -0.28
C 2.530 12.264 0.488 3.2722 1.1527 -1.7740 -0.81
N 0.030 9.109 0.213 2.4843 -3.5372 0.5009 -0.63
H -2.467 11.024 0.847 -0.4274 0.0285 0.2958 0.37
H -1.786 9.934 2.060 0.1667 -0.1001 0.0261 0.32
H -2.376 9.307 0.500 -0.0496 0.0246 0.0350 0.45
H -0.709 10.641 -0.732 -0.2029 0.9385 0.0529 0.19
H 1.017 10.870 1.819 0.1959 -0.3136 0.1124 0.30
H 0.138 12.284 1.322 -0.1790 0.2509 -0.2368 0.38
H 2.389 13.317 0.734 -0.8845 0.0023 0.7320 0.32
H 3.185 12.387 -0.374 0.7988 -0.0331 0.1350 0.29
H 3.099 11.716 1.239 -0.2110 0.0173 0.3974 0.32
H 0.524 8.998 1.087 0.7422 -0.5510 0.0710 0.24
H -0.700 8.421 0.335 0.0228 -0.3901 -0.4885 0.22
C 7.017 1.420 -4.326 0.6260 -0.9495 0.0855 -1.60
C 6.766 2.560 -5.300 2.3646 2.1088 1.4216 0.64
C 7.527 2.658 -6.625 -2.7003 -2.1392 -0.0138 -0.82
O 6.913 1.601 -7.505 1.3629 1.1341 1.1632 -0.35
C 7.982 1.034 -8.213 0.0454 -0.3815 -0.1330 -0.75
N 5.355 2.667 -5.341 -1.5240 -0.8890 -1.1270 -0.74
H 7.934 1.346 -3.741 0.3992 0.4440 -0.5006 0.37
H 6.912 0.477 -4.863 -0.0189 -0.2322 -0.0606 0.37
H 6.250 1.424 -3.552 -0.1846 0.2175 -0.1130 0.40
H 7.101 3.480 -4.822 0.4045 0.2461 0.4573 0.27
H 8.581 2.490 -6.404 0.0471 0.0604 -0.5205 0.44
H 7.279 3.594 -7.125 0.4901 0.1975 0.1751 0.34
H 8.720 0.656 -7.506 0.2666 -0.1678 -0.0273 0.31
H 8.454 1.802 -8.826 0.1709 -0.1533 -0.3715 0.30
H 7.633 0.187 -8.804 -0.0890 0.1991 -0.1637 0.25
H 5.154 1.688 -5.200 -1.3351 -0.1532 0.0809 0.25
H 5.088 2.765 -6.310 -0.3492 0.4616 -0.3467 0.32
C 6.444 -2.149 4.606 -0.1368 -0.9933 1.6157 -1.44
C 5.657 -2.330 5.975 0.4340 1.7191 -0.8277 0.38
C 4.893 -1.043 6.475 1.8357 -1.0407 0.3846 -0.71
O 4.385 -1.295 7.763 -0.1155 -1.0371 0.3800 -0.35
C 3.657 -0.219 8.325 0.0460 -0.9341 -0.7452 -0.68
N 4.737 -3.402 5.905 -1.7229 -0.5779 -0.5967 -0.76
H 6.766 -3.173 4.419 0.6639 -0.0007 0.1097 0.41
H 7.290 -1.493 4.814 0.0539 -0.0660 -0.4314 0.36
H 5.970 -1.936 3.648 -0.7244 0.7383 0.4683 0.34
H 6.372 -2.698 6.710 0.4451 0.8595 0.1723 0.30
H 4.073 -0.839 5.787 0.0676 0.4656 -0.3065 0.33
H 5.659 -0.277 6.599 -0.2374 0.7357 -0.5697 0.44
H 2.754 -0.108 7.724 -0.0857 0.7356 -0.2042 0.29
H 4.335 0.633 8.310 -0.5249 0.4861 0.3851 0.27
H 3.288 -0.531 9.303 0.5356 0.2090 0.1510 0.25
H 4.125 -3.133 5.148 -0.3179 -0.5062 -0.8249 0.26
H 4.108 -3.178 6.662 -0.2185 -0.7906 0.8377 0.32
C 0.917 -9.107 1.110 -1.0559 -0.0883 0.3836 -1.48
C 2.196 -9.804 0.814 -1.4204 -2.0477 1.7185 0.71
C 2.095 -10.791 -0.384 -0.3211 1.8096 -0.2457 -0.85
O 1.014 -11.708 -0.249 1.6551 -0.7264 1.1624 -0.30
C 1.485 -13.051 -0.018 -0.6649 0.0079 -2.0454 -0.79
N 3.189 -8.849 0.819 3.7454 3.5635 -3.0369 -0.80
H 1.010 -8.399 1.934 0.2049 -0.2465 0.3325 0.38
H 0.169 -9.856 1.368 -0.3718 0.3314 -0.2053 0.33
H 0.626 -8.455 0.286 -0.1943 -0.3513 -0.3743 0.32
H 2.664 -10.202 1.715 -2.0782 -2.8650 0.4841 0.25
H 3.087 -11.143 -0.665 0.0890 -1.1104 0.5869 0.44
H 1.855 -10.277 -1.314 -0.2441 0.8412 0.1068 0.34
H 0.628 -13.676 -0.268 -0.1431 -0.1461 0.8463 0.30
H 2.007 -13.323 0.899 -0.3663 0.5363 0.3139 0.27
H 2.131 -13.286 -0.864 0.5893 -0.0655 0.0824 0.34
H 3.375 -8.514 1.753 -0.1385 0.1176 -0.0096 0.29
H 4.024 -9.344 0.542 0.7135 0.4521 -0.1007 0.28
C -9.529 3.748 -1.369 -2.3892 0.5251 0.1502 -1.51
C -8.511 2.885 -0.683 1.4995 0.9996 -0.2299 0.64
C -8.835 2.322 0.668 -2.1042 -0.2273 0.3682 -0.82
O -10.057 1.542 0.538 1.6825 0.8362 -0.5113 -0.34
C -10.426 0.966 1.753 -0.7369 -0.2426 -0.5939 -0.73
N -8.146 1.803 -1.569 0.3262 -0.5044 -0.2995 -0.79
H -10.478 3.223 -1.263 -0.2409 -0.1842 -0.0684 0.28
H -9.504 3.964 -2.437 1.0583 -0.6146 -0.0811 0.37
H -9.790 4.731 -0.979 0.5994 0.0274 0.7745 0.35
H -7.584 3.427 -0.495 0.1462 0.4806 -0.1810 0.32
H -9.003 3.070 1.443 -0.0982 0.4054 -0.0070 0.43
H -8.010 1.713 1.039 0.1461 -0.3518 -0.1568 0.37
H -10.450 1.752 2.508 -0.0318 -0.3278 0.4757 0.31
H -9.792 0.111 1.988 0.2530 0.1022 0.4365 0.29
H -11.423 0.577 1.545 -0.1221 0.0023 0.5116 0.23
H -7.302 1.432 -1.157 0.2653 -0.4662 -0.2199 0.28
H -8.846 1.096 -1.396 -0.2157 -0.4593 -0.3728 0.32
C -0.978 0.375 -9.198 0.3102 -0.3814 -0.4743 -1.30
C -2.411 0.022 -9.501 -0.6560 -1.2246 -0.4234 0.41
C -2.972 -1.333 -8.942 -0.0100 1.7351 2.9320 -0.94
O -2.987 -1.055 -7.513 1.0790 0.6909 0.8840 -0.24
C -3.489 -1.995 -6.586 0.4833 -0.7427 -1.1765 -0.73
N -3.217 1.155 -9.048 -0.8236 -0.2582 0.4619 -0.65
H -0.311 -0.486 -9.243 0.0788 0.0840 0.0227 0.33
H -0.901 0.874 -8.232 -0.0341 -0.2731 0.0446 0.27
H -0.675 1.092 -9.960 0.2942 0.0382 0.0579 0.36
H -2.633 -0.070 -10.564 0.7309 -0.1489 -0.4377 0.47
H -2.367 -2.217 -9.144 -0.0213 0.0720 -0.3695 0.38
H -4.044 -1.470 -9.085 -0.0027 -0.2455 -1.3293 0.38
H -2.875 -2.896 -6.599 -0.1186 -0.4457 -0.2964 0.28
H -4.512 -2.227 -6.881 -0.2511 -0.2468 0.5222 0.29
H -3.373 -1.681 -5.548 -0.3603 0.7391 -0.2238 0.22
H -3.220 1.831 -9.797 -0.0146 0.2960 -0.0590 0.27
H -4.141 0.748 -9.050 -0.6729 0.5659 0.2747 0.23
```
Forces are in eV/Å.

=====

Entry 2:
The following is a DFT calculation (ωB97M-V with the def2-TZVPD basis set) of a single C3H9N2O molecule in a non-equilibrium geometry.

Electronic energy (a.u.): -304.32526
Multiplicity: 2
Max |F| (eV/Å): 1.9

Geometry as XYZ:
```
15
Properties=species:S:1:pos:R:3:forces:R:3:mulliken_charge:R:1
O 0.424 1.385 -0.484 -0.1134 0.5462 0.7055 -0.57
C -0.541 0.670 -0.414 -0.8036 -0.9277 -1.2690 0.64
N -1.573 0.672 -1.398 0.1682 0.8910 0.5928 -0.53
C -0.800 -0.389 0.628 1.6109 -0.8088 -0.7404 -1.40
N 0.536 -0.888 1.200 -0.9354 1.0221 -0.1013 -0.94
C 1.755 -1.049 0.295 -0.1271 0.7889 1.2857 -1.37
H -1.544 1.530 -1.934 0.2069 0.0295 -0.0816 0.29
H -1.542 -0.102 -2.035 -0.1698 -0.5704 0.0767 0.25
H -1.187 -1.295 0.164 -0.4669 0.2597 -0.2643 0.40
H -1.467 -0.131 1.461 0.3110 0.2599 0.0533 0.22
H 0.744 -0.195 1.959 0.3173 -0.3865 0.1279 0.70
H 0.228 -1.779 1.670 0.5128 -0.3744 0.3187 1.00
H 2.258 -0.088 0.319 -0.1895 0.1861 -0.3393 0.35
H 2.430 -1.706 0.840 -0.2656 -0.5443 -0.4118 0.69
H 1.497 -1.315 -0.719 -0.0558 -0.3713 0.0472 0.28
```
Forces are in eV/Å.

=====

Entry 3:
The following is a DFT calculation (ωB97M-V with the def2-TZVPD basis set) of 10 unconnected molecules or ions with the total composition C34H51N7O5 in a non-equilibrium geometry.

Electronic energy (a.u.): -2085.45269
SMILES: C[N+](=O)[O-].c1cc[nH]c1.c1cc[nH]c1.c1cc[nH]c1.c1cc[nH]c1.c1cc[nH]c1.c1cc[nH]c1.CC(C)=O.CC(C)=O.CC(C)=O
Max |F| (eV/Å): 3.3

Geometry as XYZ:
```
97
Properties=species:S:1:pos:R:3:forces:R:3:mulliken_charge:R:1
C 1.636 -3.539 0.937 1.0067 -0.0615 -0.0818 -0.76
N 2.518 -3.995 -0.183 0.8300 -0.5040 -0.3532 1.03
O 2.067 -4.388 -1.238 -0.4590 0.2697 0.3821 -0.54
O 3.721 -3.989 0.050 -0.1292 0.2702 0.1015 -0.64
H 1.534 -2.455 0.819 -0.1444 -0.3636 0.0718 0.07
H 2.227 -3.812 1.832 -0.7281 0.3314 -0.3826 0.45
H 0.703 -4.056 0.844 -0.4737 -0.0255 0.0523 0.35
C 3.431 -1.072 -3.734 0.0070 -0.1365 0.7624 -0.80
C 3.582 -0.902 -2.319 1.1549 0.1336 -0.5427 -0.66
C 2.596 -0.085 -1.899 -1.1977 0.2695 -0.4246 -0.70
N 1.807 0.205 -2.988 -0.4053 0.5917 0.4528 0.62
C 2.291 -0.387 -4.102 1.5749 -0.6708 0.3374 -0.67
H 4.120 -1.663 -4.311 -0.1728 0.0460 -0.4189 0.42
H 4.446 -1.110 -1.709 -0.0429 -0.5765 -0.0458 0.54
H 2.356 0.266 -0.921 -0.1406 0.3018 0.3227 0.77
H 0.978 0.772 -2.971 -0.2683 -0.0197 0.0439 -0.04
H 1.885 -0.291 -5.074 -0.6152 0.2313 -0.4607 0.47
C 1.668 4.278 0.775 1.8705 1.2734 -1.4400 -0.11
C 2.564 4.813 -0.247 0.9040 -1.9501 0.9324 -0.97
C 3.527 3.814 -0.469 -2.0583 1.1625 0.2665 -0.51
N 3.215 2.761 0.313 -0.1619 -0.4181 0.6518 0.28
C 2.126 3.051 1.105 0.5696 -0.6655 -0.3353 -0.91
H 0.967 4.883 1.261 -1.1791 0.3354 0.6015 0.56
H 2.692 5.811 -0.599 -0.4764 0.4040 -0.3170 0.49
H 4.276 3.726 -1.199 0.9455 0.1147 -0.6071 0.48
H 3.776 1.930 0.405 -0.1004 -0.0453 0.0257 0.20
H 1.823 2.341 1.837 -0.2902 -0.2716 0.2912 0.52
C -0.149 2.477 4.665 2.0292 0.8728 -0.1144 0.29
C -1.539 2.646 4.639 -1.8770 -0.7424 -0.0302 -0.71
C -2.029 2.068 5.836 -0.8292 0.7502 -0.3364 -0.53
N -0.958 1.633 6.556 0.0029 0.2316 0.0377 0.06
C 0.168 1.922 5.890 0.3267 -0.0313 -1.5935 -0.81
H 0.680 2.826 3.967 -1.6472 -0.5504 0.7819 0.35
H -2.167 2.955 3.757 0.7830 -0.1281 1.3281 0.37
H -3.019 2.008 6.326 0.6599 0.0932 -0.8473 0.35
H -0.924 1.232 7.472 -0.4791 -0.0457 0.1901 0.18
H 1.110 1.585 6.202 1.0380 -0.2346 0.6211 0.43
C -5.029 -0.922 0.687 -0.5865 0.0941 0.0004 -0.43
C -5.686 -1.120 -0.554 0.4051 -1.1481 -0.2547 -0.72
C -4.893 -2.006 -1.282 0.3647 0.9885 0.2811 -0.39
N -3.766 -2.262 -0.532 -2.2968 0.9934 1.1977 0.12
C -3.875 -1.642 0.730 1.0498 -0.4240 -2.1850 -0.83
H -5.457 -0.289 1.418 -0.0329 0.3662 0.8995 0.44
H -6.683 -0.764 -0.774 0.2177 -0.0249 -0.2285 0.40
H -4.978 -2.353 -2.312 -0.0022 0.0015 0.4941 0.39
H -2.931 -2.610 -0.902 1.4906 -0.8761 -0.3188 0.39
H -2.982 -1.659 1.345 -0.5029 0.0231 0.1512 0.49
C 3.384 0.229 3.036 0.2483 1.5563 1.2011 0.08
C 4.778 0.434 2.765 0.8587 0.1876 0.6292 -1.37
C 5.240 -0.703 2.173 -2.0792 -0.5560 -0.4490 -0.25
N 4.161 -1.541 2.041 0.3272 -0.5384 0.2790 0.13
C 3.033 -1.013 2.660 -0.2582 -1.8818 -1.6629 -0.61
H 2.727 0.927 3.539 0.1262 -0.0730 0.0276 0.75
H 5.501 1.148 3.159 -0.7645 0.3828 -0.2764 0.42
H 6.123 -1.057 1.716 1.0824 0.2169 -0.0282 0.47
H 4.302 -2.418 1.559 -0.6967 -0.1396 0.1314 0.21
H 2.077 -1.596 2.672 1.1065 1.0164 0.1612 0.25
C -1.684 2.749 -1.705 0.1667 0.7228 -0.1851 -1.02
C -0.816 1.968 -0.892 0.3850 0.4011 -0.1836 0.01
C -1.536 0.885 -0.499 1.1401 -2.0242 2.2960 -0.48
N -2.784 0.944 -1.022 -1.4907 0.2557 -0.3177 0.36
C -2.875 2.103 -1.757 -0.2347 -0.7172 0.1700 -0.91
H -1.528 3.723 -2.148 0.2904 -0.1189 0.0220 0.73
H 0.203 2.168 -0.572 -0.2936 0.1075 -0.2113 0.47
H -1.153 0.106 0.252 -1.0528 1.0507 -1.4924 0.17
H -3.670 0.457 -0.787 1.4023 -0.0836 0.0359 0.24
H -3.794 2.297 -2.262 -0.2964 0.3540 -0.1998 0.44
C -2.168 -2.821 4.050 -0.4395 1.1417 0.7536 -1.18
C -1.207 -1.826 3.414 -0.4140 -0.7919 -0.1374 0.36
C -1.497 -0.356 3.393 0.5313 -0.0439 0.4514 -0.29
O -0.230 -2.274 2.848 0.2210 0.1488 0.1025 -0.46
H -2.713 -3.227 3.244 -0.6592 -0.6244 -1.2768 0.33
H -2.965 -2.392 4.682 0.6456 0.0588 0.0392 0.33
H -1.690 -3.663 4.524 0.4220 0.0013 0.2588 0.39
H -1.498 0.011 4.425 0.2315 -0.0238 -0.0625 0.26
H -2.477 -0.049 3.030 -0.0315 -0.3142 -0.3169 0.44
H -0.672 0.093 2.831 -0.4096 0.2504 0.1285 -0.05
C 0.001 3.232 -4.841 -0.4773 0.3346 -0.0397 -1.16
C -1.025 2.125 -5.043 -0.5281 0.8410 0.5539 0.92
C -2.390 2.597 -5.617 1.4054 -1.2062 -1.2641 -1.06
O -0.850 0.985 -4.697 0.1954 -0.3093 -0.0995 -0.49
H -0.530 3.976 -4.209 0.3641 -0.0079 -0.7433 0.28
H 0.319 3.645 -5.821 -0.3831 0.0468 0.6339 0.41
H 0.887 2.962 -4.277 0.0645 -0.5079 -0.0457 0.25
H -2.735 1.737 -6.222 -0.1490 0.3865 0.3838 0.33
H -2.192 3.411 -6.332 -0.4503 0.0695 0.5670 0.35
H -3.121 2.804 -4.844 0.0929 0.2871 0.1129 0.20
C -1.356 -4.639 -2.814 -0.6846 1.4435 0.2388 -1.50
C -0.636 -3.433 -2.186 -0.6902 0.6942 0.1801 0.81
C 0.187 -2.568 -3.106 -0.9397 -0.0041 0.9094 -0.31
O -0.903 -3.069 -1.041 0.2549 -0.5913 -0.9379 -0.58
H -2.145 -4.262 -3.569 1.5210 -0.6576 0.8449 0.27
H -1.897 -5.057 -1.976 -0.1760 -0.5743 -0.0112 0.38
H -0.620 -5.329 -3.220 -0.2614 -0.0612 -0.3190 0.45
H 0.926 -1.994 -2.559 -0.1806 0.1421 0.1432 -0.33
H -0.617 -1.901 -3.519 1.0096 -0.3221 -0.1577 0.28
H 0.703 -3.163 -3.830 0.0145 -0.1606 -0.7975 0.47
```
Forces are in eV/Å.